1.
73
Properties=species:S:1:pos:R:3:forces:R:3:mulliken_charge:R:1 method="wB97M-V/def2-TZVPD" orbital_gap_ev=8.90 smiles="CC(C)=N[Si@](CCF)(CCCCN)P(O)Cl.Fc1ccccc1.Fc1ccccc1.Fc1ccccc1" homo_ev=-8.549 spin_multiplicity=1
C 0.6213 -1.6875 0.9965 0.0 0.0 0.0 -0.691
C 0.3350 -0.6631 2.0722 -0.2 -0.4 0.1 0.547
C 1.3077 -0.6429 3.2139 -0.1 -0.1 0.2 -1.384
N -0.6903 0.0812 2.0712 0.7 0.7 -0.1 0.065
Si -1.3732 1.0964 0.8934 -0.6 -0.5 -0.3 0.116
C -3.0200 1.7625 1.5278 -0.1 -0.1 0.1 -0.820
C -3.4952 1.1736 2.8525 -0.1 0.1 0.1 -0.352
F -3.9568 2.1987 3.7018 0.0 -0.1 -0.1 -0.349
C -1.6947 0.3432 -0.8040 0.0 0.1 0.0 -0.909
C -2.7090 -0.8149 -0.7322 0.0 0.1 -0.1 -0.520
C -2.6313 -1.7955 -1.9171 -0.1 -0.1 0.0 -0.857
C -2.0995 -3.1895 -1.5813 0.2 -0.1 0.1 -0.421
N -2.7601 -3.8472 -0.4493 0.0 -0.1 0.0 -0.582
P -0.0874 2.9687 0.5938 0.0 0.5 0.1 0.048
O -0.1155 3.0985 -1.0428 0.0 -0.2 -0.1 -0.457
Cl 1.8318 2.2236 0.9462 0.0 -0.3 0.1 -0.222
H 1.2789 -1.2565 0.2354 0.0 0.0 0.0 0.231
H 1.1246 -2.5557 1.4242 0.1 0.0 -0.1 0.470
H -0.3063 -2.0127 0.5294 0.0 0.1 -0.1 -0.191
H 2.3301 -0.7552 2.8517 0.0 0.0 0.0 0.391
H 1.0969 -1.4934 3.8708 0.1 0.0 0.0 0.382
H 1.1965 0.2709 3.7910 0.0 0.0 0.0 0.197
H -3.7795 1.6104 0.7567 0.0 0.1 0.0 0.408
H -2.9411 2.8457 1.6630 0.1 0.0 0.0 0.603
H -2.7014 0.6579 3.3938 0.0 0.1 0.0 0.188
H -4.3367 0.4921 2.7086 0.1 0.0 0.0 0.304
H -0.7681 0.0093 -1.2893 0.0 0.0 0.1 0.608
H -2.1070 1.1382 -1.4377 0.1 -0.1 -0.1 0.575
H -3.7101 -0.3786 -0.7064 0.0 0.0 0.1 0.359
H -2.6016 -1.3571 0.2144 0.1 -0.1 -0.1 0.353
H -3.6209 -1.9122 -2.3686 0.0 0.0 0.0 0.347
H -1.9906 -1.3744 -2.6962 -0.1 0.0 -0.1 0.342
H -2.2152 -3.8207 -2.4623 0.1 0.1 0.0 0.183
H -1.0223 -3.1350 -1.3857 0.0 0.0 0.1 0.165
H -2.1424 -4.0088 0.3324 0.0 0.1 0.0 0.253
H -3.5723 -3.3434 -0.1208 0.0 0.0 0.0 0.306
H -0.0344 2.2551 -1.5129 0.0 0.2 0.0 0.332
F 2.2050 5.0219 4.8763 0.0 0.0 0.0 -0.313
C 0.8768 5.2617 4.9173 0.0 0.0 0.0 0.378
C 0.0128 4.2999 4.4357 0.0 -0.1 0.0 -0.610
C -1.3516 4.5495 4.4835 0.0 0.0 0.0 -0.039
C -1.8258 5.7472 5.0014 0.0 0.0 0.0 -0.712
C -0.9325 6.6981 5.4755 0.0 0.0 0.0 -0.274
C 0.4345 6.4603 5.4392 0.0 0.0 0.0 -0.584
H 0.4085 3.3767 4.0323 0.0 0.0 0.0 0.547
H -2.0491 3.8057 4.1190 0.0 0.0 0.0 0.394
H -2.8902 5.9365 5.0353 0.0 0.0 0.0 0.411
H -1.2988 7.6336 5.8776 0.0 0.0 0.0 0.354
H 1.1496 7.1832 5.8069 0.0 0.0 0.0 0.425
F 9.1298 0.8386 -0.4573 0.0 0.0 0.0 -0.318
C 7.8451 1.2512 -0.4140 0.0 0.0 0.0 0.349
C 6.8667 0.4271 -0.9321 0.0 0.0 0.0 -0.433
C 5.5486 0.8587 -0.8814 0.0 0.0 0.0 -0.365
C 5.2298 2.0905 -0.3267 0.0 0.0 0.0 -0.410
C 6.2375 2.8968 0.1848 0.0 0.0 0.0 -0.422
C 7.5606 2.4798 0.1467 0.0 0.0 0.0 -0.417
H 7.1404 -0.5260 -1.3632 0.0 0.0 0.0 0.416
H 4.7655 0.2258 -1.2791 0.0 0.0 0.0 0.361
H 4.2000 2.4180 -0.2902 0.1 0.0 0.0 0.448
H 5.9935 3.8579 0.6179 0.0 0.0 0.0 0.370
H 8.3621 3.0879 0.5429 0.0 0.0 0.0 0.416
F -2.6535 -3.8769 -4.6130 0.0 0.0 -0.2 -0.201
C -2.2523 -4.8637 -5.4458 0.0 0.0 0.0 0.462
C -0.9524 -5.3170 -5.3539 0.0 0.0 0.0 -0.405
C -0.5481 -6.3324 -6.2091 0.0 0.0 0.0 -0.350
C -1.4349 -6.8685 -7.1324 0.0 0.0 0.0 -0.586
C -2.7357 -6.3891 -7.2008 0.0 0.0 0.0 -0.299
C -3.1583 -5.3774 -6.3502 0.0 0.0 0.0 -0.506
H -0.2798 -4.8804 -4.6284 0.0 0.0 0.0 0.421
H 0.4658 -6.7053 -6.1510 0.0 0.0 0.0 0.344
H -1.1128 -7.6585 -7.7970 0.0 0.0 0.0 0.368
H -3.4292 -6.8033 -7.9205 0.0 0.0 0.0 0.351
H -4.1675 -4.9905 -6.3802 0.0 0.0 0.0 0.411

=====

2.
96
Properties=species:S:1:pos:R:3:forces:R:3:mulliken_charge:R:1 method="wB97M-V/def2-TZVPD" orbital_gap_ev=10.17 e_above_lowest_kcal_mol=80.57 smiles="O=C1OC[C@@H](F)O1.O=C1OC[C@@H](F)O1.O=C1OC[C@@H](F)O1.O=C1OC[C@@H](F)O1.O=C1OC[C@@H](F)O1.O=C1OC[C@@H](F)O1.COC(=O)OC.COC(=O)OC.COC(=O)OC" homo_ev=-10.279 spin_multiplicity=1
O 0.3900 -2.6992 2.9250 1.9 -1.2 2.7 -0.553
C 1.0504 -3.0851 3.8820 -0.2 1.6 -1.0 0.778
O 1.3660 -2.3769 4.9934 -1.4 1.7 -0.6 -0.353
C 2.0658 -3.1184 5.9620 0.0 -0.5 0.0 -0.344
C 2.0106 -4.5284 5.3797 0.5 0.6 -1.2 0.374
F 0.9846 -5.2157 5.8996 -0.9 -0.4 0.3 -0.298
O 1.7389 -4.2257 4.0136 -0.3 -2.1 -0.8 -0.313
H 3.0805 -2.7304 6.0504 0.0 0.0 0.1 0.276
H 1.4862 -3.0559 6.8830 0.4 -0.1 0.1 0.308
H 2.8633 -5.2074 5.3864 0.2 0.5 0.1 0.089
O -3.1589 6.1666 -2.2548 -0.6 -0.9 -0.2 -0.506
C -3.5260 5.4075 -1.4156 1.0 2.1 1.3 0.618
O -2.7354 4.5874 -0.7233 1.6 0.0 -1.3 -0.324
C -3.4339 3.8477 0.2458 0.3 0.5 -0.6 0.198
C -4.8295 4.3930 0.0607 -0.1 -3.5 -0.9 0.307
F -5.3973 4.5834 1.2376 -0.9 1.3 1.4 -0.291
O -4.7153 5.4770 -0.7531 -0.8 1.2 -0.8 -0.347
H -3.3076 2.8249 -0.1092 -0.2 -0.3 1.1 -0.181
H -3.0774 4.1586 1.2278 0.2 -0.7 0.1 0.219
H -5.4052 3.6188 -0.4464 -0.6 0.1 -0.1 0.301
O -4.0131 0.2674 1.8320 0.9 -0.3 3.9 -0.557
C -3.7839 0.6296 2.9958 0.2 -1.9 -3.7 0.622
O -3.9251 1.8716 3.3035 -0.5 3.1 -0.8 -0.173
C -4.0905 1.9752 4.6700 0.8 0.2 1.1 -0.611
C -3.0622 0.8937 5.1957 -0.2 3.8 -6.8 0.325
F -3.4435 0.5507 6.3115 -1.7 -3.2 5.7 -0.238
O -3.2825 -0.0283 4.0843 -0.2 -1.6 -0.2 -0.344
H -4.0171 3.0077 5.0116 0.4 -0.1 -0.1 0.281
H -5.1119 1.6396 4.8497 0.0 -0.3 0.8 0.312
H -1.9949 1.1136 5.1675 0.0 0.3 0.0 0.344
O -3.3146 3.7747 -7.5974 1.1 -0.8 2.3 -0.545
C -2.8799 3.3850 -6.5335 -0.6 -1.2 -3.3 0.533
O -2.0196 2.2795 -6.3942 -1.7 1.1 -2.5 -0.331
C -1.7580 2.0751 -5.0789 -0.1 -0.2 3.0 -0.200
C -2.2560 3.3844 -4.4592 2.0 -1.4 0.3 0.963
F -1.2047 4.1959 -4.6438 1.5 2.1 0.5 -0.329
O -3.2218 3.8468 -5.3351 -0.7 0.1 0.9 -0.323
H -2.2574 1.2953 -4.5040 -0.6 -0.8 -1.0 0.241
H -0.6986 1.8602 -4.9390 0.1 0.6 0.1 0.240
H -2.4559 3.3196 -3.3896 -0.8 0.3 -0.3 -0.225
O -1.9704 1.3335 -1.5649 1.6 -1.5 1.7 -0.491
C -1.2201 0.8399 -0.7300 -1.3 4.0 -2.5 0.057
O 0.1211 1.0836 -0.6895 -1.4 1.5 -2.9 -0.319
C 0.6803 0.0991 0.0350 0.4 -1.5 3.2 0.208
C -0.4985 -0.1674 1.0459 2.6 -3.2 0.7 0.201
F -0.3034 0.4512 2.2501 -0.2 1.0 -0.1 -0.408
O -1.5950 0.2585 0.3863 -1.5 -0.2 -0.1 0.170
H 0.9756 -0.7662 -0.5585 -0.3 0.0 0.1 0.251
H 1.5239 0.4674 0.6188 0.1 0.1 -0.2 -0.089
H -0.5949 -1.2193 1.3150 -0.2 0.0 -0.2 0.507
O -0.2125 -3.0517 -0.9580 1.2 -0.1 -0.1 -0.564
C 0.9062 -3.5069 -0.9769 -4.5 -0.3 0.1 0.655
O 1.1306 -4.8201 -1.0950 0.2 -0.9 -0.1 -0.346
C 2.5082 -4.9532 -1.3905 1.1 0.6 0.1 -0.492
C 3.0544 -3.7457 -0.6011 0.2 -1.1 -1.2 0.335
F 4.2399 -3.3168 -1.1146 -0.7 0.2 0.4 -0.297
O 1.9894 -2.8138 -0.8478 2.8 1.1 0.6 -0.292
H 2.9799 -5.8988 -1.1235 -0.6 0.0 0.3 0.318
H 2.6474 -4.7931 -2.4597 0.2 0.1 -0.1 0.296
H 3.1413 -3.9586 0.4644 0.2 0.4 0.1 0.240
C -4.0993 -4.6996 -4.7650 0.7 -0.9 -0.7 -0.660
O -4.6442 -3.9728 -3.7256 -1.5 0.9 1.1 -0.318
C -3.9812 -2.9088 -3.3426 3.9 1.3 -0.6 0.734
O -3.0180 -2.4096 -4.0041 -3.4 -1.1 2.6 -0.613
O -4.3596 -2.6312 -2.0793 -1.5 -2.0 -2.8 -0.371
C -3.5811 -1.8428 -1.2827 0.4 1.7 0.6 -0.227
H -3.0165 -4.6194 -4.6692 0.0 -0.3 -0.5 0.339
H -4.4316 -4.3512 -5.7429 0.0 0.0 0.0 0.267
H -4.4472 -5.7120 -4.5596 0.2 -0.1 -0.4 0.219
H -2.5407 -2.1598 -1.3540 0.0 0.2 0.4 0.209
H -4.0597 -1.9357 -0.3078 0.7 0.0 0.2 0.210
H -3.7377 -0.8176 -1.6181 0.6 0.3 0.2 0.234
C 5.3531 5.8098 -4.3106 0.1 -0.1 0.3 -0.616
O 4.1545 5.5678 -3.5641 -0.4 -2.1 1.0 -0.300
C 4.0842 4.4547 -2.7300 1.8 -0.4 -0.1 0.668
O 5.0378 3.6554 -2.4955 -4.0 2.9 -0.7 -0.577
O 2.7934 4.4779 -2.2337 2.0 -0.2 0.7 -0.255
C 2.4993 3.4769 -1.2084 0.5 -0.9 -1.0 -0.531
H 5.6532 5.0271 -5.0073 -0.4 -0.4 0.2 0.293
H 6.1779 5.9379 -3.6096 0.0 0.4 -0.2 0.292
H 5.1110 6.6878 -4.9094 0.3 0.1 0.3 0.221
H 1.5343 3.6088 -0.7190 -0.1 0.6 -0.7 0.242
H 3.2227 3.3654 -0.4006 0.5 0.5 -0.3 0.342
H 2.5118 2.5594 -1.7967 -0.3 -0.4 0.5 0.243
C 5.8575 -4.5218 3.7270 0.2 0.1 -0.1 -0.702
O 4.9754 -3.5200 3.2043 0.3 -3.0 0.0 -0.155
C 5.0943 -2.2594 3.3663 1.2 3.5 2.1 0.738
O 5.7624 -1.5647 4.1323 -0.3 -2.0 -0.8 -0.644
O 4.2171 -1.7333 2.5592 -1.7 0.0 -1.7 -0.163
C 3.9363 -0.3817 2.6910 0.1 2.3 0.7 -0.420
H 6.0042 -5.1909 2.8791 0.1 -0.1 0.3 0.261
H 5.3754 -5.0443 4.5533 -0.1 0.1 -0.1 0.217
H 6.8168 -4.1333 4.0690 -0.2 0.3 -0.1 0.344
H 3.8164 -0.0832 3.7325 0.0 -0.3 0.2 0.348
H 3.0198 -0.0738 2.1878 0.1 -0.7 -0.2 -0.134
H 4.7454 0.2572 2.3369 0.2 -0.2 -0.3 0.382

=====

3.
75
Properties=species:S:1:pos:R:3:forces:R:3:mulliken_charge:R:1 method="wB97M-V/def2-TZVPD" orbital_gap_ev="5.57 / 5.77" total_charge=+3 homo_ev="-13.999 / -16.584" spin_multiplicity=8
Gd 0.3538 1.4220 -0.3996 0.4 -0.1 -0.1 1.304
C -2.5376 2.2393 1.0754 -1.3 -0.4 1.2 -0.579
C -3.0468 2.2767 -0.3366 -0.6 -1.8 -0.8 -0.707
O -2.1211 1.4708 -1.1195 0.5 -0.1 0.0 -0.059
C -2.4902 1.0935 -2.4782 0.6 -0.8 0.8 -0.637
C -1.3017 0.3759 -3.0900 1.3 0.1 -0.6 -0.448
O -0.1222 1.2498 -2.7242 -0.5 -1.3 -0.7 -0.434
C 1.0992 1.0053 -3.4897 0.1 0.6 1.2 -0.592
C 1.9348 2.2830 -3.2961 -0.7 0.4 -0.1 -0.527
O 1.8963 2.5823 -1.9021 -1.1 0.4 2.3 -0.104
C 2.5084 3.8186 -1.3599 2.9 -0.4 -2.5 -0.535
C 1.6150 4.7356 -0.6398 -1.8 -0.6 1.9 -0.667
O 0.9286 3.8982 0.3633 0.0 0.0 -0.4 -0.220
C -0.0477 4.6392 1.1350 0.5 -3.0 0.8 -0.705
C -0.6632 3.5226 2.0372 0.1 0.8 -0.3 -0.653
O -1.1565 2.4047 1.2222 2.1 1.1 -0.4 0.219
H -2.7021 1.2698 1.5267 -0.6 -0.4 -0.2 0.321
H -3.0009 2.9571 1.7516 -0.5 0.1 -0.4 0.479
H -3.0709 3.2216 -0.7984 -0.1 1.5 -0.3 0.385
H -4.0732 1.8196 -0.4237 0.9 0.5 0.4 0.391
H -2.5531 1.8982 -3.1752 -0.8 1.4 0.2 0.394
H -3.4052 0.4958 -2.4210 0.2 0.0 -0.3 0.398
H -1.3797 0.4245 -4.2102 0.0 -0.2 1.0 0.525
H -1.0775 -0.6560 -2.7805 -0.2 0.4 0.2 0.085
H 0.8606 0.8601 -4.5170 -0.2 0.0 -0.9 0.620
H 1.6672 0.0924 -3.1469 -0.7 0.8 0.1 0.144
H 1.5896 3.2114 -3.8207 0.2 -1.2 -0.1 0.456
H 2.9341 1.9951 -3.5075 1.1 0.2 -0.8 0.342
H 2.9034 4.3649 -2.2889 -0.2 -0.6 1.5 0.454
H 3.3570 3.4491 -0.7321 -0.6 0.5 -0.5 0.245
H 0.8171 5.0860 -1.2705 -0.2 0.6 -0.5 0.398
H 2.0592 5.5675 -0.0484 0.3 -0.5 -1.0 0.371
H -0.8507 4.9201 0.4752 -0.1 1.1 -0.2 0.375
H 0.5005 5.3682 1.7500 -0.7 0.2 -0.3 0.463
H -1.4931 3.9879 2.5917 0.3 -0.5 0.1 0.503
H 0.0908 3.0660 2.6890 -0.2 0.5 0.0 0.278
C -0.9489 -5.3284 0.2495 1.2 -0.7 0.5 -0.712
N 0.0053 -4.1794 -0.0033 -2.4 -1.7 0.0 -0.023
N -0.6104 -2.9552 -0.2312 4.3 1.6 0.0 0.895
C 0.4771 -2.0180 -0.2051 -2.7 0.3 -0.3 -0.267
O 0.3261 -0.7253 -0.5095 -0.3 -1.6 0.5 0.292
C 1.5892 -2.7154 0.1525 3.1 0.5 -0.8 -0.702
C 1.3237 -4.0959 0.2163 -2.2 1.7 -0.3 0.613
C 2.1370 -5.2539 0.5666 0.0 -0.2 -0.3 -1.608
C -1.9800 -2.7416 -0.4594 -1.5 -0.9 -0.9 -0.519
C -2.5589 -2.9864 -1.7285 0.0 1.1 2.5 -0.153
C -3.9530 -2.8330 -1.7869 1.5 -0.4 -0.5 -0.882
C -4.7515 -2.5777 -0.6915 0.0 0.3 2.1 -0.553
C -4.1739 -2.3785 0.6003 1.3 -0.1 -2.5 -0.891
C -2.7688 -2.4630 0.6532 -0.5 0.4 0.1 0.058
H -1.7894 -5.3316 -0.4665 0.5 0.3 0.6 0.276
H -1.2390 -5.2898 1.3237 -0.3 0.2 -0.9 0.326
H -0.4243 -6.3146 0.1450 -0.2 1.1 -0.2 0.294
H 2.5954 -2.2316 0.0549 -1.0 -0.7 0.5 0.289
H 1.7060 -6.2129 0.2862 0.3 0.2 -0.3 0.366
H 2.2244 -5.2596 1.6159 0.0 -0.1 1.6 0.346
H 3.1461 -5.0976 0.2462 0.5 -0.3 -0.6 0.420
H -1.9020 -3.2208 -2.5493 -0.3 -0.1 -0.4 0.590
H -4.2935 -2.9768 -2.7711 -1.3 -0.1 -0.9 0.544
H -5.8401 -2.5343 -0.7030 0.3 0.0 -0.6 0.455
H -4.7900 -2.0934 1.4258 -0.1 -0.1 0.5 0.530
H -2.1824 -2.2740 1.5332 -0.2 0.0 0.7 0.646
Se 4.0972 0.6134 0.0705 1.4 0.2 -2.0 0.143
N 2.4697 0.8218 0.8216 -0.9 0.4 0.3 -0.247
C 2.6157 0.4004 2.0586 -1.6 0.0 2.5 1.238
C 1.5428 0.4907 3.0990 1.7 0.8 -3.3 -0.374
C 1.9177 0.0105 4.3236 -0.6 -1.2 4.5 -0.620
C 3.1276 -0.6531 4.7110 -4.4 1.6 0.9 -0.695
C 4.0835 -0.7637 3.7304 3.4 0.1 -3.1 -0.426
C 3.9269 -0.1391 2.4544 -1.8 -0.3 0.9 0.224
N 4.8604 -0.0919 1.5120 0.4 -0.3 0.1 -0.706
H 0.5806 1.0552 2.8500 1.4 -1.1 0.7 0.275
H 1.1639 0.1505 5.1590 1.0 -0.3 -1.0 0.329
H 3.1919 -0.9791 5.7667 0.3 0.1 -1.0 0.444
H 5.0760 -1.2439 3.8389 -0.8 0.2 0.3 0.505

=====

no.,total energy (Ha)
1,-2725.73428
2,-3681.04808
3,-4886.88805